[1]
Entry from the OMol25 dataset: a cluster of 4 separate species, C36H63ClF2IN4O8 in total (the ωB97M-V functional and the def2-TZVPD basis).

Results
E = -3187.8056 Eh
Total charge = +1

Geometry as XYZ:
```
115
Properties=species:S:1:pos:R:3:mulliken_charge:R:1
I -0.13 -4.72 3.34 0.008
Cl -2.90 1.94 -5.25 -0.165
F 3.01 1.36 -4.64 -0.397
F -3.11 1.60 -1.09 -0.236
O -1.63 -1.76 5.42 -0.540
O -1.56 2.61 -3.14 -0.395
O -2.27 -0.60 -8.88 -0.397
O -3.02 -1.20 -10.90 -0.555
O -5.91 0.85 1.54 -0.511
O 6.46 0.63 1.49 -0.376
O -2.77 -3.64 5.76 -0.244
O 4.64 0.34 2.75 -0.592
N -2.93 0.40 -0.48 0.673
N 2.32 -3.31 -0.82 -0.231
N -1.28 -0.04 -2.07 0.943
N -1.76 -1.54 -0.27 -0.127
C 6.30 2.03 3.36 -0.325
C 1.07 -2.94 -1.48 -1.602
C 1.61 3.96 3.15 -1.108
C 5.67 0.92 2.54 0.595
C -2.07 0.24 -3.29 -1.394
C -0.34 -1.53 0.22 2.054
C -3.80 0.20 0.66 -0.017
C -2.33 -2.42 6.13 0.447
C 2.38 -4.71 -0.43 -0.855
C -1.89 0.61 -8.22 0.145
C 2.40 2.41 1.30 -1.220
C -2.89 -2.07 7.49 -0.504
C 7.67 1.40 1.54 -0.485
C 1.97 2.51 2.78 -0.288
C -2.31 -2.80 2.52 -1.059
C -2.01 -0.38 -0.97 -0.631
C -0.12 -0.32 1.14 -2.523
C 0.43 0.98 0.52 0.697
C -0.78 -2.84 2.46 -0.811
C 2.53 1.54 -3.34 -0.763
C 1.97 1.11 0.64 -0.934
C -0.16 -1.00 -2.32 -1.211
C 7.33 2.62 2.40 -0.523
C 0.38 4.52 2.45 -0.207
C -5.28 0.50 0.34 -0.791
C -2.06 1.70 -3.72 0.596
C -2.36 1.11 -10.48 -0.397
C 0.55 -1.55 -1.05 0.819
C -0.15 -2.82 1.06 -1.896
C -3.69 -4.17 6.73 -0.448
C 0.89 -0.39 -3.29 -1.395
C 1.07 1.13 -3.29 -0.378
C -1.46 1.56 -9.33 -0.553
C -2.60 -0.35 -10.18 0.435
C -3.36 -3.42 8.02 -0.537
C -0.92 3.91 2.97 -0.994
H 3.49 2.42 1.27 0.337
H 8.46 0.79 1.98 0.282
H 2.83 2.23 3.37 0.303
H 0.65 -0.70 -4.30 0.686
H 3.14 0.94 -2.67 0.334
H 0.42 4.36 1.37 0.137
H -0.97 2.84 2.76 0.048
H -5.73 -0.43 -0.03 0.317
H 2.52 -2.70 -0.04 0.345
H 0.92 -2.91 1.21 0.494
H -2.54 -3.92 8.54 0.270
H 0.18 1.08 -0.53 -0.724
H -0.37 -2.10 3.13 0.960
H -5.38 1.24 -0.44 0.446
H 2.49 4.58 3.00 0.310
H 0.62 1.56 -4.18 0.176
H -1.09 0.39 -7.52 0.201
H 6.87 3.39 1.78 0.258
H -3.49 0.88 1.46 0.277
H 0.62 1.62 -2.42 0.386
H -2.75 0.99 -7.67 -0.064
H -1.90 1.22 -11.46 0.321
H 1.29 -2.85 -2.55 0.690
H 0.55 -0.59 1.95 1.426
H -0.53 -3.69 0.53 0.885
H -0.59 -1.85 -2.84 0.744
H 2.64 2.60 -3.10 0.416
H -0.01 1.83 1.02 0.221
H 8.20 3.05 2.88 0.338
H -1.90 -2.35 -0.87 0.515
H 0.36 5.60 2.59 0.428
H -4.20 -3.37 8.71 0.337
H 3.31 -4.93 0.07 0.346
H 1.84 -0.87 -3.07 0.657
H -2.66 -3.32 3.40 0.603
H -3.54 -5.24 6.81 0.323
H -0.41 1.37 -9.59 0.293
H -3.72 -1.37 7.35 0.276
H 7.96 1.66 0.52 0.329
H 1.41 3.98 4.22 0.481
H -2.13 -1.60 8.11 0.331
H 5.54 2.75 3.67 0.176
H -3.32 1.62 -10.48 0.245
H 0.30 -3.70 -1.40 0.289
H 1.54 -5.03 0.20 0.249
H -3.70 -0.81 1.02 -0.008
H -2.61 -1.76 2.66 0.058
H 2.40 1.07 -0.37 -0.403
H -4.70 -3.98 6.38 0.271
H 6.75 1.59 4.24 0.363
H 2.41 0.28 1.18 0.629
H 2.34 -5.32 -1.33 0.335
H -1.56 2.61 -9.06 0.315
H -1.77 4.38 2.47 0.350
H -1.07 -0.10 1.62 0.202
H -2.77 -3.18 1.62 0.193
H -6.29 1.74 1.47 0.333
H 2.08 3.27 0.72 0.605
H -3.11 -0.04 -3.16 0.614
H -1.00 4.06 4.04 0.400
H 1.46 -0.97 -0.89 0.159
H 1.16 1.82 3.01 0.229
H -1.67 -0.32 -4.13 0.862
```

[2]
Entry from the OMol25 dataset: a cluster of 5 separate species, C9H28N4O5 in total (the ωB97M-V functional and the def2-TZVPD basis).

Results
E = -954.8212 Eh
Structure (SMILES) = NC(N)=O.NC(N)=O.CC(C)O.CC(C)O.CO

Geometry as XYZ:
```
46
Properties=species:S:1:pos:R:3:mulliken_charge:R:1
O 4.64 1.22 -1.26 -0.777
O -1.07 -3.18 0.13 -0.470
O -4.37 -2.08 -1.49 -0.564
O 1.95 3.36 2.24 -0.777
O 0.65 1.94 -0.54 -0.621
N 1.14 1.13 2.14 -0.366
N 3.26 0.52 0.50 -0.222
N 1.92 1.78 4.06 -0.521
N 3.31 2.67 -0.07 -0.222
C 0.70 1.68 -1.92 -0.654
C 1.71 2.07 2.82 0.607
C 1.29 -3.29 0.48 -1.272
C -2.94 -0.40 -1.62 -1.709
C 0.14 -1.26 -0.35 -0.454
C -0.07 -2.55 0.52 0.355
C -5.29 -0.03 -1.00 -1.244
C -4.36 -0.82 -1.83 0.773
C 3.71 1.48 -0.28 0.412
H -2.22 -0.95 -2.23 0.524
H 1.61 2.05 -0.36 0.282
H 2.57 2.50 4.44 0.318
H -3.64 -2.57 -1.93 0.323
H 0.85 1.31 1.15 0.386
H -4.56 -0.71 -2.90 0.248
H -5.80 -0.66 -0.24 0.293
H 1.32 -4.17 1.16 0.338
H -4.79 0.79 -0.50 0.313
H -6.19 0.30 -1.57 0.294
H 3.39 -0.44 0.22 0.126
H 2.17 0.85 4.47 0.261
H 2.25 -2.71 0.56 0.228
H 0.10 -1.47 -1.44 0.469
H -0.59 -0.49 -0.05 -0.003
H 1.28 2.49 -2.29 0.414
H 3.84 3.32 -0.56 0.217
H -0.36 1.64 -2.13 0.138
H -2.61 -0.39 -0.56 0.244
H -0.32 -2.11 1.50 0.309
H -2.77 0.55 -1.99 0.516
H 1.11 -0.81 -0.19 -0.209
H 2.59 0.61 1.27 0.308
H 0.63 0.44 2.66 0.179
H 1.17 0.69 -2.14 0.225
H 2.85 3.07 0.79 0.269
H 1.29 -3.72 -0.55 0.322
H -1.47 -3.65 0.88 0.392
```

[3]
Entry from the OMol25 dataset: a cluster of 8 separate species, C18H48O8S6 in total (the ωB97M-V functional and the def2-TZVPD basis).

Results
E = -3705.4401 Eh

Geometry as XYZ:
```
80
Properties=species:S:1:pos:R:3:mulliken_charge:R:1
S 8.58 10.96 14.89 0.419
S 4.41 7.01 10.96 0.496
S 8.00 10.38 9.96 0.338
S 7.15 13.97 16.71 0.622
S 7.73 5.17 14.14 0.646
S 10.64 14.32 12.45 0.594
O 9.20 9.12 18.45 -0.365
O 7.55 11.04 15.97 -0.363
O 10.77 14.31 13.95 -0.600
O 8.25 3.81 13.84 -0.750
O 5.59 6.39 10.27 -0.595
O 4.54 7.08 16.29 -0.614
O 9.21 11.04 10.54 -0.506
O 7.33 15.28 17.41 -0.714
C 7.50 14.40 14.97 -1.119
C 10.94 9.10 20.05 -1.388
C 9.91 8.46 19.18 0.869
C 11.26 12.79 11.75 -0.802
C 3.18 5.68 11.10 -0.978
C 10.17 11.31 15.66 -0.839
C 5.21 7.93 16.84 0.323
C 8.85 9.18 14.62 -0.850
C 11.97 15.38 11.83 -0.989
C 8.58 9.36 8.57 -1.059
C 7.70 8.99 11.07 0.151
C 8.49 6.24 12.90 -0.481
C 6.56 7.58 17.41 -0.635
C 5.37 13.68 16.44 -0.532
C 4.79 7.07 12.72 -0.602
C 9.82 6.94 19.20 -0.913
C 4.77 9.39 16.87 -0.697
C 8.75 5.66 15.55 -0.778
H 7.94 8.60 14.46 -0.246
H 11.08 12.79 10.68 0.399
H 6.60 6.51 17.58 0.390
H 8.48 14.83 14.72 0.285
H 3.94 7.39 13.32 0.472
H 12.33 12.66 11.95 0.431
H 8.31 8.12 10.85 0.305
H 8.84 10.00 7.73 0.365
H 7.33 13.57 14.29 0.310
H 9.57 6.11 12.90 0.589
H 11.78 15.43 10.75 0.356
H 8.75 6.75 15.69 -0.180
H 10.55 6.52 18.51 0.247
H 11.04 11.02 15.07 0.405
H 11.95 16.36 12.27 0.346
H 8.81 6.61 18.97 0.121
H 2.79 5.49 10.09 0.374
H 10.78 10.17 20.02 0.340
H 6.82 15.23 14.77 0.522
H 10.77 11.92 12.17 0.056
H 10.98 8.69 21.06 0.402
H 5.59 10.00 17.24 0.075
H 9.29 8.79 15.54 0.461
H 7.79 8.66 8.28 0.409
H 8.15 7.26 13.09 -0.505
H 5.18 6.16 13.16 0.258
H 9.98 6.54 20.20 0.432
H 5.07 13.88 15.42 0.266
H 5.53 7.86 12.84 0.018
H 10.22 10.81 16.63 0.126
H 3.66 4.76 11.45 0.297
H 11.93 8.96 19.61 0.316
H 8.07 5.93 11.93 0.441
H 6.68 8.61 11.09 -0.052
H 4.51 9.63 15.84 0.230
H 12.89 14.82 11.99 0.281
H 8.49 5.23 16.52 0.440
H 7.36 7.92 16.75 0.079
H 9.48 8.84 8.90 0.298
H 9.82 5.52 15.35 0.465
H 3.88 9.46 17.49 0.393
H 10.15 12.40 15.71 0.343
H 9.57 9.03 13.82 0.529
H 4.85 14.27 17.19 0.407
H 2.39 6.06 11.74 0.362
H 5.20 12.62 16.64 -0.091
H 6.84 8.10 18.33 0.476
H 7.90 9.36 12.08 -0.332
```

E_LUMO values, unit eV, following the record order: -3.06; 0.00; 0.31.